<i>
# C3H5Cl

A single C3H5Cl molecule (wB97M-V/def2-TZVPD, OMol25).

Calculated values
Gap between HOMO and LUMO: 10.80 eV
Spin multiplicity: 1
LUMO: 1.10 eV
Charge: 0

Geometry as XYZ:
```
9
C3H5Cl wB97M-V/def2-TZVPD
C 0.76470 0.63370 1.09262
C 0.23329 0.29312 -0.12444
C -0.71776 -0.72530 -0.60991
Cl -0.07393 -1.15710 -2.10214
H 0.52487 0.31541 2.07256
H 1.47337 1.49837 1.16859
H 0.31259 1.03372 -0.92862
H -1.66653 -0.34988 -0.63786
H -0.85060 -1.54206 0.06920
```

Löwdin atomic charge list, values in e, 6 entries: C 0.017; C -0.291; C -0.695; Cl 0.666; H 0.030; H 0.063


<ii>
# C3H5Cl

2 unconnected molecules or ions with the total composition C3H5Cl (wB97M-V/def2-TZVPD, OMol25).

Calculated values
Gap between HOMO and LUMO: 11.24 eV
Spin multiplicity: 1
LUMO: 0.81 eV
Charge: 0

Geometry as XYZ:
```
9
C3H5Cl wB97M-V/def2-TZVPD
C 1.21958 0.72802 1.05430
C 0.14131 0.19603 0.99773
C -1.14098 -0.44997 0.77248
H 2.21373 0.95807 1.21063
H -0.86188 -1.57476 0.64553
H -1.90936 -0.08118 1.52562
H -1.40405 0.03765 -0.29007
Cl 1.34209 1.64194 -2.10460
H 0.98941 1.09669 -0.91799
```

Löwdin atomic charge list, values in e, 6 entries: C 0.051; C -0.252; C -0.111; H 0.027; H 0.117; H 0.096


Question: which arrangement is favored energetically? Ranking from most to least stable: <i>, <ii>.


<i>
# C6H8N2O

A molecular structure, C6H8N2O (wB97M-V/def2-TZVPD, OMol25).

Calculated values
Gap between HOMO and LUMO: 6.75 eV
Spin multiplicity: 1
LUMO: -1.72 eV
Charge: 0

Geometry as XYZ:
```
17
C6H8N2O wB97M-V/def2-TZVPD
C 1.62924 -0.11259 1.21348
C 1.36757 0.81998 0.23844
C 0.23739 0.79026 -0.74232
C -0.52849 -0.38665 -0.73984
C -1.71742 -0.66571 -1.35441
C 2.17528 2.04054 0.19935
H 0.98947 -1.28429 2.69567
H -0.22566 -0.99241 1.51308
H 2.82842 -0.46926 1.72133
H 0.34374 1.73059 -1.40838
H -0.07340 -1.31308 -0.04338
H -1.45986 -1.61235 -2.17154
H -1.95860 0.32413 -2.26686
H -3.85831 0.10056 -0.32852
N 0.85647 -1.25168 1.68770
N 2.12353 3.37387 0.30064
O -2.72937 -1.09190 -0.51443
```

Löwdin atomic charge list, values in e, 6 entries: C -0.141; C -0.331; C -0.023; C -0.189; C -0.484; C -0.124


<ii>
# C6H8N2O

A single C6H8N2O molecule (wB97M-V/def2-TZVPD, OMol25).

Calculated values
Gap between HOMO and LUMO (spin up / spin down): 6.58 / 6.59 eV
Spin multiplicity: 1
LUMO (spin up / spin down): -0.65 / -0.65 eV
Charge: 0

Geometry as XYZ:
```
17
C6H8N2O wB97M-V/def2-TZVPD
C 1.63486 -1.66425 -0.09894
C 2.46747 -0.53599 -0.00300
C 0.20981 -1.38755 -0.08010
C -0.85496 -2.25927 -0.07690
C 1.64893 1.92610 0.18902
C -0.95331 0.92324 0.08712
N 0.15692 0.02706 -0.08152
N 1.39427 0.60692 -0.04301
O 3.58362 -0.20926 0.11528
H 2.03261 -2.63748 -0.34085
H -1.91488 -1.92903 -0.24864
H -0.55153 -3.28823 0.15344
H 0.84898 2.66708 0.10534
H 2.75273 2.14613 -0.00260
H -1.86101 0.62790 -0.27644
H -1.15251 1.27244 1.10929
H -0.71680 1.90023 -0.35469
```

Löwdin atomic charge list, values in e, 6 entries: C -0.005; C -0.459; C -0.318; C 0.044; C 0.139; C -0.025


Question: which arrangement is favored energetically? Ranking from most to least stable: <ii>, <i>.


<i>
# C6H8N2O

A single C6H8N2O molecule (wB97M-V/def2-TZVPD, OMol25).

Calculated values
Gap between HOMO and LUMO (spin up / spin down): 7.98 / 7.98 eV
Spin multiplicity: 1
LUMO (spin up / spin down): -0.88 / -0.88 eV
Charge: 0

Geometry as XYZ:
```
17
C6H8N2O wB97M-V/def2-TZVPD
C 0.84065 0.72985 1.31645
C 1.19935 0.77741 -1.22158
N -1.90667 0.36341 0.66872
C -1.79939 -0.66259 -0.32056
C 0.25641 0.55134 -0.06484
N -1.03165 0.92913 -0.35314
C -0.41391 -1.42705 -0.08047
C 0.26776 -2.42991 0.00445
O -2.70046 -1.22223 -0.91987
H -2.82587 0.78477 0.53565
H 0.16482 0.34953 2.07980
H 1.79443 0.20801 1.40116
H 1.42668 1.84577 -1.27322
H 2.13265 0.23588 -1.06677
H 0.73393 0.47849 -2.16163
H 0.99781 1.80061 1.47936
H 0.86345 -3.31242 -0.02350
```

Löwdin atomic charge list, values in e, 6 entries: C -0.034; C -0.031; N 0.069; C -0.532; C -0.411; N 0.025


<ii>
# C6H8N2O

A molecular structure, C6H8N2O (wB97M-V/def2-TZVPD, OMol25).

Calculated values
Gap between HOMO and LUMO: 8.77 eV
Spin multiplicity: 1
LUMO: -0.52 eV
Charge: 0

Geometry as XYZ:
```
17
C6H8N2O wB97M-V/def2-TZVPD
C -0.24689 -1.23302 1.69819
C 0.70108 -0.75267 0.31646
C 0.37518 0.34640 -0.49658
C -1.33553 0.89979 -2.22516
C -1.21469 2.03823 -1.22006
C 2.07718 -0.88786 0.38837
H -1.49350 -0.12320 0.47525
H 0.39630 -0.54259 2.83669
H -0.48800 -2.62003 1.82537
H 1.09450 1.02977 -0.76562
H -0.38489 0.80323 -2.73880
H -2.01696 0.20301 -2.52710
H -0.33953 2.72896 -1.21852
H -1.95725 2.91810 -0.85320
N -0.95197 0.57964 -0.81182
N 3.23117 -0.78944 0.88404
O -1.61288 -0.67423 1.46162
```

Löwdin atomic charge list, values in e, 6 entries: C -0.161; C -0.181; C -0.094; C -0.038; C -0.071; C -0.225


<iii>
# C6H8N2O

A single C6H8N2O molecule (wB97M-V/def2-TZVPD, OMol25).

Calculated values
Gap between HOMO and LUMO: 10.36 eV
Spin multiplicity: 1
LUMO: 0.85 eV
Charge: 0

Geometry as XYZ:
```
17
C6H8N2O wB97M-V/def2-TZVPD
C 1.36133 0.17689 -1.58646
C 1.09804 0.28032 -0.00854
N 0.06492 1.30087 0.25402
C -1.22117 1.18094 0.68077
O -1.80501 2.19318 1.03246
N -1.75325 -0.04725 0.64405
C -1.03948 -1.16897 0.25493
C -0.13027 -1.88555 1.11794
C 0.54441 -0.94768 0.52867
H 1.27266 1.08786 -2.05333
H 0.60025 -0.36159 -2.10225
H 2.22866 -0.36605 -1.77877
H 2.14204 0.59457 0.30782
H 0.48451 2.19024 0.48664
H -2.61234 -0.13020 1.15530
H -1.28008 -1.52437 -0.80777
H 0.04476 -2.57323 1.87453
```

Löwdin atomic charge list, values in e, 6 entries: C -0.016; C -0.278; N 0.116; C -0.586; O 0.040; N 0.100


Question: which arrangement is favored energetically? Ranking from most to least stable: <iii>, <i>, <ii>.


<i>
# C4H10NOP

2 unconnected molecules or ions with the total composition C4H10NOP (wB97M-V/def2-TZVPD, OMol25).

Calculated values
Gap between HOMO and LUMO: 8.41 eV
Spin multiplicity: 1
LUMO: 0.64 eV
Charge: 0

Geometry as XYZ:
```
17
C4H10NOP wB97M-V/def2-TZVPD
C -0.82270 -1.91909 1.58597
P 0.39134 -1.13935 0.68913
N 0.00196 0.45857 0.38789
C -1.21593 1.08137 0.86322
C 1.02902 1.27716 -0.26024
H -1.70180 -1.70106 2.17362
H -0.68856 -2.98304 1.36837
H -1.75222 0.40946 1.44411
H -0.97573 1.95567 1.42561
H -1.87920 1.33402 0.05893
H 1.92418 0.63817 -0.16373
H 0.82614 1.41952 -1.40030
H 1.18315 2.25279 0.14847
C 0.92986 -0.77844 -2.10828
O 1.58122 -1.53329 -1.41183
H -0.17734 -0.83005 -2.07947
H 1.34661 0.05760 -2.72147
```

Löwdin atomic charge list, values in e, 6 entries: C -0.337; P 0.951; N -0.484; C -0.110; C -0.154; H -0.029


<ii>
# C4H10NOP

A single C4H10NOP molecule (wB97M-V/def2-TZVPD, OMol25).

Calculated values
Gap between HOMO and LUMO: 8.04 eV
Spin multiplicity: 1
LUMO: -1.08 eV
Charge: 0

Geometry as XYZ:
```
17
C4H10NOP wB97M-V/def2-TZVPD
H -3.19747 -0.05695 -3.81426
N -2.24136 -0.38449 -3.71810
C -1.91928 -0.49446 -2.45108
O -0.75979 -0.84146 -1.86443
P 0.12360 -1.34596 0.03073
C 0.52183 0.29555 0.82372
C 2.02226 0.58223 0.76152
C 0.02112 0.22727 2.26926
H -2.68849 -0.24662 -1.68577
H 1.25951 -1.41046 -0.78395
H -0.02458 1.07780 0.28458
H 2.35358 0.69607 -0.26824
H 2.25150 1.50334 1.29442
H 2.58778 -0.22429 1.22613
H 0.22401 1.15883 2.79196
H 0.51813 -0.57882 2.80594
H -1.05236 0.04241 2.29756
```

Löwdin atomic charge list, values in e, 6 entries: H 0.015; N 0.042; C -0.448; O -0.346; P 1.125; C -0.658


Question: which arrangement is favored energetically? Ranking from most to least stable: <ii>, <i>.


<i>
# C3H14O3S

4 unconnected molecules or ions with the total composition C3H14O3S (wB97M-V/def2-TZVPD, OMol25).

Calculated values
Gap between HOMO and LUMO: 8.86 eV
Spin multiplicity: 1
LUMO: 0.12 eV
Charge: 0

Geometry as XYZ:
```
21
C3H14O3S wB97M-V/def2-TZVPD
C 2.06403 -0.88492 -0.39254
C 2.04334 0.65284 -0.34067
C 1.20656 1.17447 0.80794
S 1.49809 2.91785 1.24184
H 2.65179 -1.20270 -1.26182
H 1.15878 -1.46383 -0.60169
H 2.55831 -1.24232 0.51007
H 3.08669 0.95284 -0.26984
H 1.65086 0.94185 -1.31989
H 1.35380 0.64100 1.75145
H 0.18682 0.87757 0.54536
H 2.03802 3.27814 0.07568
O -1.42850 -1.44987 1.45890
H -0.73927 -1.91493 0.97511
H -2.17774 -1.45956 0.86310
O -2.32229 -3.00740 -2.65748
H -1.79084 -3.31144 -3.39306
H -2.11680 -3.61944 -1.94150
O -3.39456 -0.88360 -0.65262
H -3.06943 -1.57509 -1.25852
H -4.22095 -1.28485 -0.36875
```

Löwdin atomic charge list, values in e, 6 entries: C -0.124; C -0.340; C -0.603; S 0.688; H 0.067; H 0.059


<ii>
# C3H14O3S

4 unconnected molecules or ions with the total composition C3H14O3S (wB97M-V/def2-TZVPD, OMol25).

Calculated values
Gap between HOMO and LUMO: 9.01 eV
Spin multiplicity: 1
LUMO: 0.76 eV
Charge: 0

Geometry as XYZ:
```
21
C3H14O3S wB97M-V/def2-TZVPD
C -0.56917 0.38715 -0.02658
C -0.92784 1.86266 0.37146
S 0.32349 3.07667 0.11925
C 0.60472 2.90374 -1.66282
H 0.13768 0.55044 -0.82917
H -0.12242 -0.17376 0.79089
H -1.45879 -0.06825 -0.45560
H -1.76673 2.09479 -0.30245
H -1.26083 2.00858 1.39065
H 1.02092 3.81936 -2.07359
H -0.30531 2.77554 -2.26898
H 1.34162 2.10841 -1.71369
O 4.84722 -2.17979 1.62334
H 5.66535 -2.58010 1.94797
H 4.09246 -2.43685 2.13436
O -0.65579 -2.54335 -3.40203
H -0.46981 -1.64141 -3.70236
H -0.16031 -3.01582 -4.08633
O -3.33875 -2.25639 3.69578
H -2.76070 -2.19372 4.45512
H -4.23701 -2.49792 3.99479
```

Löwdin atomic charge list, values in e, 6 entries: C -0.128; C -0.602; S 0.775; C -0.421; H 0.029; H 0.068


Question: which arrangement is favored energetically? Ranking from most to least stable: <i>, <ii>.